1.
Formula: C18H16ClN3O2S
Source: the Open Molecules 2025 dataset
Level of theory: the ωB97M-V functional and the def2-TZVPD basis

Geometry as XYZ:
```
41
Properties=species:S:1:pos:R:3:nbo_charge:R:1
C 2.485 1.333 -2.336 -0.65
C 2.979 0.692 -1.094 0.00
C 2.440 -0.369 -0.413 0.15
C 1.258 -1.173 -0.720 0.63
O 0.534 -0.955 -1.686 -0.65
N 1.044 -2.152 0.192 -0.43
N 0.074 -3.162 0.151 -0.45
C -1.291 -2.995 0.088 0.28
N -1.751 -1.927 -0.560 -0.60
H -1.080 -1.392 -1.116 0.44
C -3.153 -1.647 -0.754 -0.25
C -3.451 -0.215 -0.392 -0.04
C -2.807 0.820 -1.062 -0.21
C -3.054 2.139 -0.732 -0.21
C -3.961 2.427 0.277 -0.05
C -4.613 1.411 0.955 -0.24
C -4.350 0.095 0.619 -0.14
H -4.852 -0.700 1.150 0.21
H -5.314 1.648 1.740 0.23
Cl -4.279 4.076 0.692 0.00
H -2.553 2.940 -1.253 0.23
H -2.103 0.595 -1.850 0.22
H -3.419 -1.828 -1.804 0.21
H -3.723 -2.336 -0.126 0.25
S -2.217 -4.183 0.770 -0.28
H 0.350 -4.002 0.643 0.42
H 1.665 -2.181 0.991 0.41
O 3.178 -0.687 0.705 -0.43
C 4.211 0.186 0.741 0.28
C 5.223 0.255 1.686 -0.24
C 6.175 1.238 1.512 -0.19
C 6.124 2.125 0.433 -0.22
C 5.119 2.056 -0.505 -0.20
C 4.144 1.071 -0.352 -0.06
H 5.080 2.741 -1.337 0.22
H 6.892 2.878 0.340 0.22
H 6.980 1.325 2.226 0.22
H 5.257 -0.432 2.516 0.23
H 2.209 2.368 -2.135 0.23
H 1.621 0.798 -2.716 0.26
H 3.271 1.337 -3.090 0.22
```

Computed properties:
SMILES string = Cc1c(C(=O)NNC(=S)NCc2ccc(Cl)cc2)oc2ccccc12
HOMO energy = -8.180 eV
total energy = -50848.8781 eV
energy above the lowest of the compared OMol25 structures with the same formula, charge and spin = 0.00 kcal per mole
LUMO = -0.00436 hartree
orbital gap = 8.0618 eV

---

2.
Formula: C18H16ClN3O4
Source: the Open Molecules 2025 dataset
Level of theory: the ωB97M-V functional and the def2-TZVPD basis

Geometry as XYZ:
```
42
Properties=species:S:1:pos:R:3:nbo_charge:R:1
O 1.783 3.331 2.261 -0.58
C 1.349 2.772 1.279 0.66
N 2.038 1.742 0.710 -0.46
N 1.593 1.072 -0.364 -0.21
C 2.285 0.177 -0.941 0.04
C 3.646 -0.286 -0.651 -0.12
C 3.928 -1.650 -0.730 -0.17
C 5.194 -2.130 -0.459 -0.23
C 6.204 -1.240 -0.124 -0.02
C 5.955 0.123 -0.070 -0.23
C 4.681 0.595 -0.329 -0.20
H 4.509 1.661 -0.330 0.23
H 6.751 0.809 0.170 0.23
Cl 7.789 -1.833 0.212 0.02
H 5.403 -3.187 -0.513 0.23
H 3.140 -2.339 -0.993 0.22
H 1.763 -0.323 -1.747 0.20
H 2.916 1.481 1.167 0.39
C 0.054 3.178 0.588 -0.33
N -0.857 2.081 0.389 -0.60
C -1.268 1.708 -0.833 0.68
O -1.012 2.301 -1.858 -0.62
C -2.154 0.459 -0.842 -0.02
C -3.516 0.788 -1.463 -0.09
H -3.388 1.189 -2.469 0.23
O -4.304 -0.373 -1.572 -0.49
C -4.298 -1.140 -0.437 0.29
C -5.271 -2.123 -0.295 -0.26
C -5.318 -2.899 0.846 -0.21
C -4.399 -2.696 1.863 -0.22
C -3.415 -1.737 1.725 -0.23
C -3.350 -0.964 0.573 0.20
O -2.330 -0.042 0.468 -0.50
H -2.679 -1.571 2.496 0.22
H -4.443 -3.291 2.762 0.22
H -6.079 -3.657 0.945 0.22
H -5.983 -2.251 -1.095 0.23
H -4.023 1.531 -0.831 0.18
H -1.663 -0.301 -1.469 0.20
H -1.106 1.500 1.175 0.42
H -0.408 3.964 1.194 0.23
H 0.285 3.570 -0.408 0.26
```

Computed properties:
SMILES string = O=C(CNC(=O)[C@@H]1COc2ccccc2O1)N/N=C\c1ccc(Cl)cc1
HOMO energy = -8.633 eV
total energy = -44107.9970 eV
energy above the lowest of the compared OMol25 structures with the same formula, charge and spin = 0.31 kcal per mole
LUMO = 0.00326 hartree
orbital gap = 8.7220 eV

---

3.
Formula: C18H16CrFeI2O4S
Source: the Open Molecules 2025 dataset
Level of theory: the ωB97M-V functional and the def2-TZVPD basis

Geometry as XYZ:
```
43
Properties=species:S:1:pos:R:3:nbo_charge:R:1
I 4.009 -1.379 -0.654 0.61
I 4.070 1.392 -0.661 0.42
Fe 0.252 1.449 -0.105 0.77
Cr 0.148 -1.212 0.376 0.34
S 0.940 -0.046 -1.456 -0.25
C -0.758 -2.360 -0.771 0.56
C -0.272 -2.839 1.251 0.54
C 0.030 0.006 -3.319 0.17
C 0.554 1.263 -3.994 -0.68
C -1.476 0.008 -3.187 -0.67
C 0.565 -1.254 -3.978 -0.68
C -0.373 2.802 1.417 0.50
C -0.803 2.430 -1.252 0.52
O -0.796 -3.528 2.057 -0.25
O -1.244 -3.150 -1.489 -0.26
O -0.864 3.428 2.240 -0.27
O -1.431 3.317 -1.666 -0.28
H 0.205 1.299 -5.037 0.30
H 1.650 1.270 -4.002 0.23
H 0.204 2.175 -3.499 0.21
H -1.918 0.017 -4.196 0.31
H -1.838 0.896 -2.654 0.21
H -1.840 -0.888 -2.673 0.22
H 0.224 -1.295 -5.021 0.30
H 0.209 -2.158 -3.472 0.22
H 1.661 -1.258 -3.971 0.23
C 2.461 0.003 5.951 0.05
C 3.298 0.012 4.811 -0.03
C 2.793 -0.033 3.521 -0.26
C 1.396 -0.129 3.308 0.17
C 0.765 -0.222 2.043 -0.32
C -0.622 -0.006 1.862 -0.31
C -1.463 0.042 3.008 -0.19
C -0.910 -0.005 4.277 -0.11
C 0.510 -0.043 4.447 0.00
C 1.091 -0.016 5.743 -0.16
H 2.937 0.008 6.952 0.29
H 4.378 0.047 4.968 0.27
H 3.473 0.011 2.665 0.24
H -1.098 -0.080 0.778 0.20
H -2.537 0.070 2.885 0.28
H -1.573 -0.021 5.162 0.30
H 0.477 -0.031 6.640 0.28
```

Computed properties:
HOMO energy (spin up / spin down) = -20.664 / -21.106 eV
total energy = -116908.5999 eV
total charge = +4
energy above the lowest of the compared OMol25 structures with the same formula, charge and spin = 0.00 kcal per mole
LUMO (spin up / spin down) = -0.55960 / -0.62143 hartree
orbital gap (spin up / spin down) = 5.4367 / 4.1961 eV
spin multiplicity = 9

---

4.
Formula: C18H16FN3O3S
Source: the Open Molecules 2025 dataset
Level of theory: the ωB97M-V functional and the def2-TZVPD basis

Geometry as XYZ:
```
42
Properties=species:S:1:pos:R:3:nbo_charge:R:1
C -0.958 -0.623 -7.463 -0.25
H -0.780 -1.589 -6.980 0.18
H -0.012 -0.224 -7.842 0.18
H -1.650 -0.758 -8.293 0.20
O -1.587 0.284 -6.587 -0.48
C -0.959 0.641 -5.446 0.33
C 0.299 0.187 -5.049 -0.27
C 0.852 0.620 -3.860 -0.17
C 0.169 1.511 -3.034 -0.22
C -1.096 1.959 -3.440 -0.12
C -1.651 1.536 -4.621 -0.26
H -2.623 1.878 -4.940 0.23
H -1.623 2.647 -2.797 0.24
C 0.695 2.018 -1.757 0.56
O 0.081 2.789 -1.055 -0.52
C 2.075 1.537 -1.322 -0.62
H 2.370 2.044 -0.404 0.29
H 2.817 1.683 -2.105 0.24
S 2.035 -0.253 -0.940 0.29
C 2.082 -0.173 0.778 0.28
N 2.295 0.862 1.531 -0.33
N 2.275 0.417 2.802 -0.28
C 2.062 -0.855 2.770 0.43
O 1.925 -1.307 1.494 -0.42
C 1.905 -1.772 3.938 -0.27
N 0.864 -1.330 4.836 -0.58
C -0.448 -1.194 4.400 0.16
C -1.317 -0.385 5.138 -0.23
C -2.649 -0.274 4.798 -0.25
C -3.120 -0.974 3.702 0.35
C -2.286 -1.777 2.949 -0.24
C -0.953 -1.886 3.299 -0.27
H -0.314 -2.516 2.700 0.21
H -2.678 -2.307 2.095 0.23
F -4.425 -0.869 3.360 -0.33
H -3.319 0.351 5.367 0.23
H -0.934 0.160 5.988 0.21
H 1.155 -0.569 5.435 0.39
H 2.842 -1.806 4.499 0.24
H 1.682 -2.777 3.570 0.22
H 1.823 0.241 -3.583 0.21
H 0.855 -0.504 -5.662 0.21
```

Computed properties:
SMILES string = COc1ccc(C(=O)CSc2nnc(CNc3ccc(F)cc3)o2)cc1
HOMO energy = -8.033 eV
total energy = -43089.9361 eV
energy above the lowest of the compared OMol25 structures with the same formula, charge and spin = 2.12 kcal per mole
LUMO = 0.00711 hartree
orbital gap = 8.2265 eV

---

5.
Formula: C18H16N2O
Source: the Open Molecules 2025 dataset
Level of theory: the ωB97M-V functional and the def2-TZVPD basis

Geometry as XYZ:
```
37
Properties=species:S:1:pos:R:3:nbo_charge:R:1
C 5.342 -1.679 2.327 -0.26
O 4.910 -0.281 2.397 -0.50
C 3.580 -0.004 2.331 0.43
C 3.244 1.365 2.465 -0.29
C 1.926 1.741 2.570 -0.12
C 0.859 0.784 2.516 -0.18
C -0.448 1.245 2.861 -0.03
C -1.694 0.563 2.693 -0.06
C -2.865 1.353 2.460 -0.15
C -4.110 0.765 2.334 -0.22
C -4.251 -0.630 2.371 0.02
C -5.626 -1.239 2.297 -0.64
C -3.103 -1.418 2.549 -0.22
C -1.855 -0.845 2.818 -0.19
C 1.216 -0.539 2.105 -0.14
C 2.541 -0.965 2.178 -0.35
H 6.434 -1.622 2.362 0.21
H 4.963 -2.244 3.194 0.19
H 5.015 -2.143 1.382 0.19
H 4.048 2.081 2.515 0.24
H 1.678 2.796 2.645 0.22
H -0.525 2.333 3.027 0.24
H -2.749 2.434 2.321 0.22
H -4.997 1.387 2.203 0.22
H -5.565 -2.338 2.277 0.22
H -6.237 -0.949 3.173 0.23
H -6.165 -0.898 1.394 0.22
H -3.211 -2.504 2.505 0.21
H -1.003 -1.474 3.094 0.22
H 0.459 -1.211 1.650 0.23
H 2.792 -2.033 2.098 0.23
C -0.323 1.530 5.074 -0.55
C -1.518 1.960 5.702 0.27
N -2.520 2.213 6.301 -0.33
C 0.812 2.204 5.580 0.27
N 1.797 2.666 6.086 -0.33
H -0.208 0.430 5.050 0.28
```

Computed properties:
HOMO energy = -7.955 eV
total energy = -23949.6620 eV
energy above the lowest of the compared OMol25 structures with the same formula, charge and spin = 113.94 kcal per mole
LUMO = -0.04792 hartree
orbital gap = 6.6510 eV

---

6.
Formula: C18H16N8O3S
Source: the Open Molecules 2025 dataset
Level of theory: the ωB97M-V functional and the def2-TZVPD basis

Geometry as XYZ:
```
46
Properties=species:S:1:pos:R:3:nbo_charge:R:1
C -0.774 -4.232 1.273 -0.26
H 0.052 -3.719 0.773 0.19
O -1.920 -4.285 0.451 -0.50
C -2.376 -3.132 -0.091 0.39
C -1.879 -1.872 0.217 -0.30
C -2.392 -0.746 -0.424 -0.10
C -3.414 -0.875 -1.363 -0.23
C -3.925 -2.131 -1.642 -0.19
C -3.420 -3.250 -1.013 -0.26
H -3.802 -4.234 -1.232 0.23
H -4.716 -2.236 -2.368 0.22
H -3.783 -0.009 -1.894 0.23
C -1.844 0.564 -0.113 0.15
C -0.545 1.039 0.040 0.00
N -0.621 2.381 0.236 -0.23
N -1.828 2.759 0.223 -0.01
N -2.609 1.690 0.010 -0.19
C -3.989 1.778 0.031 0.20
N -4.667 2.708 -0.581 -0.04
O -5.947 2.506 -0.297 -0.11
N -6.120 1.432 0.506 -0.16
C -4.930 0.941 0.749 0.29
N -4.673 -0.079 1.596 -0.80
H -5.483 -0.599 1.894 0.41
H -3.835 -0.617 1.439 0.41
C 0.756 0.343 -0.002 0.61
O 0.874 -0.871 -0.034 -0.62
N 1.780 1.238 0.014 -0.42
N 3.115 1.050 0.006 -0.25
C 3.660 -0.103 -0.088 0.04
C 5.083 -0.204 -0.087 -0.26
C 5.841 -1.343 -0.184 -0.20
C 7.222 -1.089 -0.153 -0.28
C 7.525 0.237 -0.034 -0.16
S 6.092 1.207 0.044 0.45
C 8.870 0.866 0.029 -0.64
H 9.643 0.103 -0.026 0.22
H 9.005 1.565 -0.795 0.23
H 8.989 1.422 0.958 0.23
H 7.970 -1.860 -0.216 0.22
H 5.413 -2.326 -0.273 0.22
H 3.113 -1.040 -0.172 0.22
H 1.519 2.218 0.080 0.42
H -1.078 -1.742 0.925 0.25
H -0.501 -5.269 1.464 0.20
H -0.988 -3.735 2.225 0.18
```

Computed properties:
SMILES string = COc1cccc(-c2c(C(=O)N/N=C/c3ccc(C)s3)nnn2-c2nonc2N)c1
HOMO energy = -8.076 eV
total energy = -47820.4062 eV
energy above the lowest of the compared OMol25 structures with the same formula, charge and spin = 0.00 kcal per mole
LUMO = -0.00994 hartree
orbital gap = 7.8055 eV

---

- Among the records above, which one has the highest energy above the lowest of the compared OMol25 structures with the same formula, charge and spin?
  C18H16N2O

---

- What is the formula in the fourth record?
  C18H16FN3O3S

---

- Look up the energy above the lowest of the compared OMol25 structures with the same formula, charge and spin of the second one.
  0.31 kcal per mole

---

- total energy of number 2 (C18H16ClN3O4)?
  -44107.9970 eV